The following is a quantum chemistry calculation of C52H42FN6O4PW as an isolated structure at a distorted geometry, from the Open Molecules 2025 dataset.

Last column: Löwdin charge in e.
Positions of all 107 atoms, in Å:
W -0.259607 0.371034 -0.524477  1.6200
C 6.068531 -0.659652 3.145928  -0.0503
C 4.658585 -0.527131 2.634437  -0.2741
C 3.613732 -1.278187 3.164158  -0.0335
C 2.334960 -1.164732 2.661453  -0.0088
C 2.006081 -0.277056 1.627954  -0.2105
N 0.658593 -0.133836 1.240642  -0.1273
C -0.232859 -0.283253 2.331998  -0.2811
C -0.053968 0.479209 3.491091  -0.0435
C -0.875690 0.333763 4.588229  -0.0450
C -1.954772 -0.552213 4.562620  -0.2659
C -2.902613 -0.658150 5.727621  -0.0452
C -2.146615 -1.297231 3.413910  0.0227
C -1.279949 -1.188218 2.328187  -0.1428
N -1.500738 -2.033412 1.203347  -0.0453
C -2.160229 -3.214007 1.198976  -0.0428
C -2.332874 -3.591111 -0.105655  -0.0177
C -1.736623 -2.564858 -0.851172  -0.0878
N -1.222286 -1.640603 -0.058217  -0.0303
C 3.068857 0.427723 1.068780  -0.1034
C 4.362797 0.298852 1.566295  0.0196
N 2.887996 1.221851 -0.105852  -0.0446
C 3.803793 2.038894 -0.670480  -0.0727
C 3.505191 2.155524 -2.004465  -0.0138
C 2.370864 1.351152 -2.176109  -0.1179
N 1.994303 0.803889 -1.034581  -0.0123
H 6.079272 -0.941975 4.198569  0.0761
H 6.616337 0.277387 3.044380  0.0764
H 6.618733 -1.425469 2.594848  0.0835
H 3.806695 -1.973537 3.972968  0.1150
H 1.543080 -1.763286 3.092102  0.1222
H 0.768363 1.184295 3.512523  0.1229
H -0.698505 0.937226 5.472048  0.1201
H -2.361173 -0.665896 6.674304  0.0802
H -3.502004 -1.566616 5.673582  0.0758
H -3.589686 0.190586 5.749885  0.0807
H -2.996164 -1.965936 3.352577  0.1151
H -2.435029 -3.697693 2.119369  0.1246
H -2.816597 -4.477637 -0.474674  0.1025
H -1.686156 -2.459488 -1.919442  0.1153
H 5.169183 0.835647 1.085495  0.1101
H 4.596183 2.471805 -0.086399  0.1245
H 4.015501 2.747732 -2.743107  0.1039
H 1.785528 1.188519 -3.065208  0.1139
C -4.272661 4.617086 2.646384  -0.0867
C -3.481999 3.753548 3.391312  -0.0804
C -2.248431 3.345817 2.902240  -0.1125
C -1.774254 3.806036 1.675573  -0.3690
C -2.579533 4.667718 0.933526  -0.0703
C -3.818773 5.068815 1.414907  -0.0739
P -0.157692 3.158752 1.077332  1.1039
C 1.036638 4.387921 1.746243  -0.3482
C 2.226963 4.635891 1.061498  -0.1128
C 3.195425 5.475001 1.593814  -0.0859
C 2.995005 6.078091 2.828020  -0.0952
C 1.817765 5.833944 3.521053  -0.0864
C 0.847950 4.995422 2.986338  -0.0874
C -0.180917 3.500100 -0.700589  -0.4247
C -0.060547 4.778614 -1.252727  -0.1152
C -0.114657 4.954727 -2.622619  -0.0815
C -0.292509 3.839123 -3.437633  -0.0754
C -0.384899 2.573498 -2.882609  -0.1598
C -0.319083 2.354162 -1.498246  -0.2982
H -5.242371 4.925383 3.015999  0.1010
H -3.830153 3.384188 4.348218  0.0995
H -1.655540 2.643027 3.474722  0.0776
H -2.255389 5.015013 -0.038926  0.0947
H -4.434182 5.731716 0.819728  0.1039
H 2.392193 4.177653 0.093487  0.0830
H 4.106468 5.663188 1.038737  0.1010
H 3.745642 6.739222 3.241689  0.0996
H 1.648243 6.301416 4.482935  0.1017
H -0.069156 4.826424 3.539033  0.0944
H 0.078289 5.636661 -0.603403  0.1108
H -0.027971 5.944647 -3.052624  0.1005
H -0.346118 3.958678 -4.513812  0.1031
H -0.501802 1.725465 -3.548763  0.0822
F -6.635048 -0.061991 -3.746185  0.0415
C -5.609806 0.140744 -2.885200  -0.2951
C -4.451324 0.727272 -3.346202  -0.0020
C -3.402115 0.927655 -2.456666  -0.0386
C -3.494684 0.561181 -1.114455  -0.2717
C -2.402930 0.770961 -0.088638  -0.2270
C -4.689442 -0.036207 -0.704060  -0.0491
C -5.751819 -0.252035 -1.572932  -0.0170
H -4.370118 1.010583 -4.387786  0.1171
H -2.491367 1.377051 -2.822686  0.0725
H -2.680693 0.147495 0.762810  0.0355
H -2.479925 1.798517 0.286674  0.0362
H -4.790584 -0.344581 0.331602  0.1078
H -6.672632 -0.716445 -1.244988  0.1132
O 1.080520 -1.745299 -1.933552  0.0336
C 0.246592 -1.334777 -2.722199  -0.6201
O -0.577787 -0.349312 -2.461503  -0.2131
C 0.049316 -1.997935 -4.055546  -0.1154
C 0.838319 -3.091006 -4.388646  0.0038
C 0.668026 -3.729833 -5.608545  -0.0451
C -0.290369 -3.273993 -6.502841  0.0023
C -1.058964 -2.186424 -6.143097  -0.1249
C -0.917902 -1.534312 -4.937189  0.0684
N -2.087733 -1.693347 -7.103268  -0.3479
O -2.122821 -2.223862 -8.194459  0.0760
O -2.700654 -0.695490 -6.792138  0.0808
H 1.580094 -3.424846 -3.675083  0.1231
H 1.280955 -4.582373 -5.868009  0.1092
H -0.447511 -3.745518 -7.461583  0.1197
H -1.547341 -0.693478 -4.682109  0.1244

Cartesian forces, eV/Å:
W -0.160 0.006 0.402
C -0.015 0.008 0.007
C 0.036 -0.004 0.020
C -0.012 -0.035 -0.005
C 0.047 -0.023 0.078
C -0.262 0.010 -0.003
N -0.010 -0.009 0.106
C 0.277 0.031 -0.115
C -0.015 0.085 0.070
C -0.019 0.034 -0.015
C -0.011 -0.010 0.030
C 0.023 0.006 -0.013
C -0.062 0.022 0.034
C -0.199 -0.243 -0.174
N 0.081 0.100 0.131
C 0.006 -0.011 0.045
C 0.029 0.066 -0.054
C -0.067 -0.146 -0.062
N 0.014 0.036 -0.077
C 0.110 0.176 -0.265
C 0.020 -0.023 0.009
N -0.052 -0.248 0.176
C 0.072 0.045 -0.005
C -0.060 -0.056 0.050
C 0.017 0.080 -0.149
N -0.153 -0.006 -0.072
H -0.014 -0.001 -0.005
H -0.005 -0.002 -0.008
H -0.015 -0.003 -0.007
H -0.008 0.011 -0.002
H 0.027 0.004 0.000
H -0.001 -0.017 0.007
H 0.002 -0.013 -0.011
H 0.001 0.004 -0.010
H 0.010 0.004 -0.015
H 0.009 0.003 -0.007
H 0.011 0.002 -0.012
H 0.007 0.008 -0.006
H 0.015 0.010 -0.002
H -0.009 -0.007 0.014
H 0.007 -0.007 -0.004
H -0.003 0.006 -0.006
H -0.006 -0.011 0.006
H 0.022 0.018 0.023
C 0.035 -0.029 -0.007
C 0.010 0.020 -0.024
C 0.006 -0.030 0.084
C 0.036 0.058 -0.072
C -0.044 0.039 -0.021
C 0.033 -0.019 0.017
P -0.128 0.065 0.139
C -0.031 -0.037 0.001
C 0.053 -0.030 -0.022
C -0.044 -0.031 0.006
C -0.043 -0.011 0.001
C 0.005 -0.017 -0.019
C -0.018 0.014 0.036
C 0.075 0.022 -0.120
C -0.017 0.039 -0.005
C -0.020 -0.074 -0.023
C 0.026 0.034 0.026
C -0.041 0.027 -0.034
C -0.075 0.030 0.106
H 0.009 0.002 0.001
H 0.000 0.000 -0.006
H 0.002 -0.002 -0.016
H 0.005 -0.018 0.023
H 0.003 -0.008 0.002
H -0.019 0.030 0.007
H -0.003 0.003 -0.005
H -0.001 -0.012 0.006
H -0.005 0.004 -0.006
H 0.014 0.005 -0.026
H 0.008 -0.013 0.003
H 0.003 -0.008 -0.004
H -0.010 0.005 0.011
H 0.014 0.008 -0.015
F -0.007 -0.004 -0.009
C -0.021 -0.012 -0.039
C 0.095 0.022 0.012
C 0.020 0.051 -0.027
C -0.036 -0.239 0.128
C 0.160 0.460 -0.244
C -0.036 -0.097 -0.034
C 0.051 -0.009 0.078
H -0.002 0.000 0.004
H -0.059 0.006 0.023
H 0.028 0.089 0.148
H -0.043 -0.016 -0.140
H -0.009 0.020 -0.009
H 0.009 0.010 0.002
O 0.162 -0.144 -0.103
C -0.253 0.002 -0.138
O 0.450 -0.287 0.228
C -0.037 0.249 0.042
C 0.049 -0.075 -0.078
C -0.011 0.041 -0.001
C 0.102 -0.156 -0.007
C -0.519 -0.057 -0.100
C -0.020 0.030 0.092
N 1.184 0.600 -0.201
O -0.381 -0.247 0.101
O -0.393 -0.193 0.119
H -0.009 0.001 -0.005
H 0.000 0.007 0.002
H -0.001 0.001 0.008
H 0.003 -0.019 -0.001

Computed properties:
Multiplicity = 3
Energy above the lowest of the compared OMol25 structures with the same formula, charge and spin = 24.09 kcal per mole
Largest force on an atom = 1.34 eV/Å
HOMO-LUMO gap (alpha / beta) = 6.5 / 7.3 eV
Charge = 0
HOMO (alpha / beta) = -6.80 / -7.65 eV